Entry from OMol25: a structure of composition C3H14B2OSn at a distorted geometry (wB97M-V/def2-TZVPD).

```
21
Properties=species:S:1:pos:R:3:forces:R:3
Sn -12.615 12.536 15.498 3.3 0.4 -3.8
B -9.606 12.846 15.058 -1.5 -0.6 1.1
H -10.374 13.449 14.447 -1.8 1.4 -1.1
H -9.744 13.040 16.182 0.0 0.6 2.2
H -9.851 11.738 14.896 -0.6 -2.2 -0.3
H -8.554 13.042 14.675 1.6 0.6 -0.6
B -12.031 11.614 12.628 0.3 0.2 1.4
H -11.636 12.661 12.855 0.8 1.8 0.6
H -11.391 10.810 13.118 0.9 -1.4 1.0
H -13.144 11.593 12.942 -2.6 -0.3 0.8
H -11.964 11.503 11.496 -0.4 -0.2 -1.9
C -13.061 14.798 11.410 -0.4 -0.2 1.1
C -13.408 15.434 12.747 0.8 -0.7 0.2
O -13.117 14.860 13.789 -0.4 -0.3 0.6
C -14.012 16.787 12.828 -0.6 1.2 -0.5
H -12.888 13.737 11.587 -0.2 0.0 0.0
H -12.084 15.169 11.098 -0.2 0.4 -0.4
H -13.890 14.949 10.720 0.4 0.2 -0.4
H -14.005 17.235 13.819 0.3 -0.3 0.1
H -15.057 16.836 12.510 -0.1 -0.6 -0.1
H -13.550 17.486 12.126 0.3 -0.1 0.0
```
Forces are in eV/Å.

The value obtained for the largest force on an atom is 0.09832 Eh/bohr. The value obtained for the total energy is -461.67663 a.u. The value obtained for the energy above the lowest of the compared OMol25 structures with the same formula, charge and spin is 18.6 kcal per mole. For the orbital gap, the calculation gives 6.81 eV.

Entry from OMol25: the ion C4H11INO with charge +1 at a distorted geometry (wB97M-V/def2-TZVPD).

```
18
Properties=species:S:1:pos:R:3:forces:R:3
C 1.740 -0.947 1.466 0.1 4.0 0.9
C -1.690 0.573 2.033 0.4 -1.3 0.5
C 0.434 -0.235 1.110 -2.5 -1.5 2.0
C -0.466 0.211 -1.824 0.1 -0.4 -0.1
N 0.181 0.074 -3.302 -2.5 1.4 1.9
O -0.318 0.143 2.207 1.6 -0.4 -1.6
I 0.817 1.394 -0.487 -0.5 0.5 -0.8
H 2.350 -0.592 0.649 1.0 -0.7 0.1
H 2.149 -0.596 2.464 -0.5 -0.1 -1.3
H 1.678 -1.972 1.542 -0.6 -2.3 -0.3
H -1.643 1.636 2.123 -0.4 0.9 -1.1
H -2.159 0.302 2.972 -0.2 -0.4 0.0
H -2.212 0.028 1.199 0.6 1.1 0.5
H -0.213 -0.738 0.363 0.5 0.0 0.1
H -1.436 0.731 -1.923 0.7 0.3 -0.3
H -0.512 -0.540 -3.764 0.5 0.7 -0.2
H 0.970 -0.476 -3.080 1.5 -0.4 -0.4
H 0.331 1.002 -3.747 0.1 -1.2 -0.1
```
Forces are in eV/Å.

The value obtained for the largest force on an atom is 0.07883 Eh/bohr. As for the net charge: +1. The value obtained for the total energy is -586.28117 a.u. The value obtained for the energy above the lowest of the compared OMol25 structures with the same formula, charge and spin is 103.3 kcal per mole. For the orbital gap, the calculation gives 8.38 eV.

Entry from OMol25: the ion C14H17N2O with charge +1 at a distorted geometry (wB97M-V/def2-TZVPD).

```
34
Properties=species:S:1:pos:R:3:forces:R:3
H -0.689 -4.978 -0.619 -0.3 0.6 -1.4
N -0.831 -4.423 -1.516 3.8 4.4 1.3
C 0.040 -3.369 -1.388 -1.3 -2.6 0.6
C 0.979 -3.232 -0.035 -0.6 0.1 -0.2
C 0.210 -2.139 -2.501 -0.6 0.4 1.5
C 0.339 -0.753 -1.574 1.6 2.0 0.8
C 1.765 0.011 -1.272 -5.0 0.4 1.2
C 1.742 1.342 -0.310 0.3 -0.9 -0.5
C 3.179 2.069 0.005 -3.9 2.5 2.6
C 3.123 3.409 1.003 -3.0 -3.3 -2.1
C 1.655 3.933 1.567 -0.7 -2.8 -1.8
C 0.226 3.175 1.226 4.6 -0.4 -0.9
C 0.271 1.829 0.281 0.1 0.0 0.0
C -1.102 0.970 -0.082 2.1 -1.0 -1.2
C -2.609 1.328 0.483 -0.6 -0.5 0.0
C -3.293 0.036 1.295 0.4 -0.4 1.1
O -2.278 -0.954 1.743 -0.4 1.7 0.3
N -1.003 -0.258 -0.996 3.5 3.2 1.6
H 1.131 -4.295 0.473 -0.2 2.3 -1.4
H 2.015 -2.707 -0.299 -2.3 -1.2 0.8
H 0.349 -2.597 0.753 1.6 -1.1 -1.7
H 1.185 -2.258 -3.159 -2.1 0.2 1.5
H -0.776 -2.064 -3.163 2.3 -0.2 1.3
H 2.740 -0.431 -1.748 -2.2 1.0 1.1
H 4.175 1.633 -0.434 -2.3 1.0 1.0
H 4.153 3.913 1.255 -2.5 -0.9 -0.4
H 1.643 4.902 2.258 -0.1 -2.4 -1.7
H -0.751 3.638 1.675 2.1 -1.2 -1.1
H -2.642 2.229 1.231 0.6 -1.7 -1.7
H -3.380 1.572 -0.390 2.0 -0.4 1.6
H -3.814 0.424 2.291 0.8 -0.6 -2.5
H -4.058 -0.564 0.624 1.7 1.4 1.4
H -1.798 -0.614 2.557 -1.0 -0.4 -1.5
H -1.895 -0.779 -1.234 1.6 0.8 0.5
```
Forces are in eV/Å.

The value obtained for the largest force on an atom is 0.11496 Eh/bohr. As for the net charge: +1. The value obtained for the total energy is -727.64176 a.u. The value obtained for the energy above the lowest of the compared OMol25 structures with the same formula, charge and spin is 308.5 kcal per mole. Its SMILES is [H]/N=C(\C)Cc1cc2ccccc2c(CCO)[nH+]1. For the orbital gap, the calculation gives 6.64 eV.

Entry from OMol25: a cluster of 2 separate species, C4H7O3 in total at a distorted geometry (wB97M-V/def2-TZVPD).

```
14
Properties=species:S:1:pos:R:3:forces:R:3
C -0.242 0.197 1.346 1.7 -0.5 -0.5
C -0.618 1.060 0.430 -1.7 0.1 -1.3
O -1.766 1.885 0.591 -0.4 -0.2 0.4
C -0.076 1.173 -0.984 0.5 -1.0 0.7
H 0.517 -0.518 0.970 -0.5 0.6 0.8
H -0.536 0.207 2.380 -0.5 -0.1 0.2
H -2.472 1.317 0.959 0.8 0.5 -0.1
H 0.841 0.548 -0.999 -0.5 0.5 -0.2
H -0.746 0.801 -1.792 0.1 0.3 0.7
H 0.159 2.212 -1.137 0.1 0.6 -0.4
O 1.748 -1.047 -0.590 -0.5 -3.6 0.2
C 1.247 -2.258 -0.436 -1.6 3.9 1.3
O 0.204 -2.536 0.242 2.0 -0.2 -1.3
H 1.739 -3.040 -0.980 0.6 -1.0 -0.5
```
Forces are in eV/Å.

The value obtained for the largest force on an atom is 0.08535 Eh/bohr. As for the net charge: -1. The value obtained for the total energy is -382.34475 a.u. The value obtained for the energy above the lowest of the compared OMol25 structures with the same formula, charge and spin is 40.1 kcal per mole. For the orbital gap, the calculation gives 8.16 eV.